C47H44N6O3S5Tl | ωB97M-V with the def2-TZVPD basis set

The geometry in XYZ format:
```
106
C47H44N6O3S5Tl | the Open Molecules 2025 dataset | ωB97M-V with the def2-TZVPD basis set
Tl 1.142 -1.278 0.952
S 1.771 -6.262 -0.973
S -0.457 0.544 3.093
S -1.697 -2.172 2.084
S -1.784 -1.686 -3.628
S 1.833 1.569 -1.460
O 2.056 -2.449 3.122
O 2.456 -0.712 -1.268
O 1.342 1.711 -0.069
N -3.586 -0.677 0.989
N 1.238 -3.841 -0.360
N 3.810 -1.534 0.952
N -2.669 1.664 2.127
N -0.431 -1.873 -1.472
N 4.425 -1.422 -0.263
C 4.849 -0.731 5.627
C -4.087 1.510 1.906
C -4.293 0.560 0.746
C 0.710 -5.378 -1.987
C -6.674 -2.226 0.668
C 3.615 1.976 -1.424
C 0.831 4.457 -4.181
C -2.410 3.918 1.324
C 3.553 -1.217 -3.741
C 6.247 -0.677 -4.058
C 5.104 -0.829 4.280
C 2.923 -1.882 3.858
C 1.198 5.616 -2.104
C -3.216 5.046 1.423
C 4.175 -1.357 3.367
C 2.842 -4.861 1.229
C -0.960 -3.155 -3.299
C -4.186 -1.867 0.402
C -2.475 -0.731 1.791
C 2.699 -1.751 5.267
C -1.469 0.354 -1.690
C 4.361 -1.069 -2.613
C -5.390 -2.322 1.194
C 4.090 -1.119 -5.014
C 0.871 5.639 -3.454
C -7.777 -2.603 1.422
C -2.043 4.412 -1.006
C -7.607 -3.080 2.711
C 1.469 3.233 -2.209
C -5.228 -2.804 2.493
C 1.484 4.411 -1.480
C 1.938 -4.838 0.059
C 5.715 -0.798 -2.782
C -1.928 0.522 2.324
C -3.421 5.863 0.319
C 4.542 -1.283 1.975
C -1.162 -1.037 -2.112
C 3.687 -1.084 -1.278
C 5.443 -0.854 -5.175
C -0.287 -3.074 -2.116
C -2.188 2.983 2.485
C 1.139 3.255 -3.556
C 0.542 -4.113 -1.512
C -6.328 -3.181 3.244
C 3.615 -1.184 6.114
C -1.816 3.614 0.101
C -2.842 5.543 -0.899
H -4.230 -2.879 2.902
H 0.271 -5.839 -2.855
H -4.469 -1.635 -0.629
H -1.160 2.753 0.032
H -6.814 -1.856 -0.342
H -8.772 -2.519 1.001
H 3.750 2.968 -1.001
H -6.190 -3.556 4.250
H -3.927 1.039 -0.171
H 7.295 -0.431 -4.186
H 3.383 -1.079 7.169
H 2.497 -1.399 -3.585
H -0.729 1.038 -2.107
H -3.678 5.293 2.372
H 2.474 -4.165 1.987
H 6.338 -0.664 -1.909
H -3.420 -2.641 0.403
H -4.582 1.107 2.801
H 0.621 6.576 -3.935
H 1.704 4.364 -0.419
H -4.523 2.481 1.673
H 1.747 -2.109 5.641
H 3.829 -4.502 0.928
H 1.202 6.536 -1.532
H 4.110 1.232 -0.805
H -3.001 6.177 -1.763
H 5.866 -0.773 -6.169
H 1.120 2.319 -4.106
H -2.684 3.346 3.393
H 3.990 1.927 -2.445
H -2.459 0.662 -2.026
H -1.018 -3.978 -3.990
H -8.467 -3.378 3.297
H -5.356 0.336 0.629
H -1.123 2.876 2.689
H 3.449 -1.234 -5.880
H -1.393 0.421 -0.605
H -1.585 4.158 -1.953
H 6.046 -0.466 3.879
H -4.045 6.744 0.407
H 5.581 -0.307 6.302
H 0.547 4.471 -5.226
H 2.940 -5.869 1.630
H 5.564 -0.930 1.783
```

net charge = -1
HOMO energy = -3.5 eV
E_LUMO = 1.523 eV
energy relative to the best compared isomer or geometry (same formula, charge and spin) = 168.4 kJ/mol
gap between HOMO and LUMO = 5.00 eV


C2H10ClN4PS | ωB97M-V with the def2-TZVPD basis set

The geometry in XYZ format:
```
19
C2H10ClN4PS | the Open Molecules 2025 dataset | ωB97M-V with the def2-TZVPD basis set
Cl -4.171 0.367 0.994
S -0.654 -2.518 -0.078
P -0.305 -0.692 0.505
N -0.847 0.333 -0.739
N 2.249 -1.022 -0.525
N -1.831 -0.065 -1.389
N 1.416 -0.358 0.397
C 2.044 0.126 1.599
C -0.562 1.764 -0.758
H 1.857 -1.274 -1.434
H 2.465 -1.965 -0.128
H 2.670 1.007 1.294
H 0.527 1.789 -0.441
H -1.301 2.113 0.017
H 1.181 0.168 2.169
H -4.420 -0.026 -0.223
H -0.965 2.107 -1.828
H -2.040 -1.115 -1.502
H 2.687 -0.739 2.070
```

net charge = 0
HOMO energy (alpha / beta) = -7.9 / -7.9 eV
E_LUMO (alpha / beta) = -1.050 / -1.057 eV
energy relative to the best compared isomer or geometry (same formula, charge and spin) = 269.6 kJ/mol
gap between HOMO and LUMO (alpha / beta) = 6.81 / 6.80 eV


C6H10O | ωB97M-V with the def2-TZVPD basis set

The geometry in XYZ format:
```
17
C6H10O | the Open Molecules 2025 dataset | ωB97M-V with the def2-TZVPD basis set
O -2.441 2.667 -0.340
C -0.212 -0.596 1.331
C 0.682 -1.903 -0.674
C 0.480 -1.607 0.786
C -0.920 0.496 0.660
C -1.506 2.216 -0.969
C -0.689 1.056 -0.540
H 0.113 0.742 -1.204
H -1.727 0.957 1.230
H 1.189 -2.864 -0.806
H -0.311 -0.591 2.416
H 1.299 -1.136 -1.161
H 0.909 -2.323 1.486
H 2.213 0.750 0.621
H -0.279 -1.943 -1.206
H 2.399 1.395 0.299
H -1.201 2.684 -1.929
```

net charge = 0
HOMO energy = -9.2 eV
E_LUMO = -0.256 eV
energy relative to the best compared isomer or geometry (same formula, charge and spin) = 188.9 kJ/mol
gap between HOMO and LUMO = 8.95 eV


C2H13O4S | ωB97M-V with the def2-TZVPD basis set

The geometry in XYZ format:
```
20
C2H13O4S | the Open Molecules 2025 dataset | ωB97M-V with the def2-TZVPD basis set
S -0.871 1.555 0.406
O 1.342 -0.211 2.530
O -1.063 -2.307 1.569
O 1.686 -0.445 -1.981
O 1.445 -1.950 0.332
C -1.058 1.974 -1.392
C -1.151 0.783 -2.246
H -1.869 -2.601 1.935
H 1.811 -1.371 -2.262
H 2.162 0.244 2.795
H -1.781 2.759 -1.477
H -2.184 0.376 -2.055
H 1.605 -1.300 0.981
H 1.599 -0.621 -1.034
H -0.247 2.611 -1.761
H -0.587 -0.107 -1.838
H 0.822 0.448 2.079
H -0.785 0.938 -3.219
H 0.504 -2.047 0.252
H -1.127 -1.455 1.334
```

net charge = -1
HOMO energy = -2.9 eV
E_LUMO = 3.505 eV
energy relative to the best compared isomer or geometry (same formula, charge and spin) = 172.2 kJ/mol
gap between HOMO and LUMO = 6.36 eV


C4H4O3 | ωB97M-V with the def2-TZVPD basis set

The geometry in XYZ format:
```
11
C4H4O3 | the Open Molecules 2025 dataset | ωB97M-V with the def2-TZVPD basis set
O -2.863 0.103 0.195
O -0.990 -1.111 -0.406
O -0.956 1.204 -0.093
C -1.616 0.062 -0.084
C 1.124 0.228 0.134
C 0.511 -1.185 0.138
C 0.425 1.423 -0.113
H 2.099 0.239 0.078
H 0.481 -1.758 1.074
H 1.120 -1.688 -0.706
H 0.665 2.482 -0.217
```

net charge = 0
HOMO energy = -9.8 eV
E_LUMO = 0.468 eV
energy relative to the best compared isomer or geometry (same formula, charge and spin) = 227.8 kJ/mol
gap between HOMO and LUMO = 10.28 eV


C2H12N10 | ωB97M-V with the def2-TZVPD basis set

The geometry in XYZ format:
```
24
C2H12N10 | the Open Molecules 2025 dataset | ωB97M-V with the def2-TZVPD basis set
N -1.622 -1.430 1.210
N 2.419 0.980 1.130
N -2.032 0.610 -0.069
N 2.011 -1.167 0.030
N -1.945 -1.451 -0.031
N 0.592 -0.234 -1.469
N -2.443 1.152 -1.142
N 1.567 0.036 0.600
N -0.785 -0.413 1.562
N 1.163 -1.424 -1.114
C 0.558 0.619 -0.364
C -0.713 0.642 0.522
H -2.139 -1.982 1.952
H -0.539 1.481 1.074
H -0.718 -0.241 2.598
H 3.407 0.839 0.874
H -1.770 1.700 -1.687
H 2.115 -2.022 0.650
H 2.294 1.015 2.118
H -3.463 0.985 -1.327
H -2.510 -2.273 -0.281
H 0.847 1.745 -0.636
H 0.888 0.156 -2.388
H 1.493 -2.169 -1.832
```

net charge = +2
HOMO energy (alpha / beta) = -16.4 / -14.5 eV
E_LUMO (alpha / beta) = -7.413 / -9.262 eV
energy relative to the best compared isomer or geometry (same formula, charge and spin) = 527.5 kJ/mol
gap between HOMO and LUMO (alpha / beta) = 9.02 / 5.20 eV


C22H30N4O2 | ωB97M-V with the def2-TZVPD basis set

The geometry in XYZ format:
```
58
C22H30N4O2 | the Open Molecules 2025 dataset | ωB97M-V with the def2-TZVPD basis set
O -2.690 5.108 0.679
O 1.696 2.343 -2.590
N -3.297 2.536 0.134
N 1.663 -1.544 0.338
N -0.723 4.783 -0.174
N 1.071 0.644 -1.379
C 2.139 -0.178 -1.835
C 1.905 -1.643 1.636
C -3.447 1.261 -0.402
C 0.175 3.886 -0.751
C -1.252 2.367 -0.871
C 3.354 -4.906 3.032
C 0.807 1.931 -1.967
C -4.237 -0.939 -1.181
C 1.578 -3.885 -1.117
C -2.292 3.168 -0.136
C 2.610 -1.035 -0.767
C 2.218 -3.832 2.556
C 0.763 -2.704 -0.542
C -4.451 3.040 0.903
C -0.098 6.139 0.072
C -1.886 4.403 0.434
C 2.718 -2.585 1.988
C -4.344 0.244 -0.553
C -0.079 2.674 -1.320
C -2.931 -1.001 -1.772
C -1.886 -0.132 -1.706
C -2.312 1.006 -1.116
H 0.745 -4.755 -1.294
H 1.725 -3.622 3.550
H 2.717 0.214 -2.492
H 3.491 -2.149 2.777
H -4.462 3.971 1.257
H -4.756 2.442 2.041
H 1.196 4.559 -1.194
H -5.348 0.387 0.109
H 0.249 -2.947 0.229
H 0.037 -2.264 -1.171
H -5.433 3.058 0.097
H -0.005 6.595 -0.957
H 1.620 -4.267 1.939
H 4.084 -4.597 3.770
H 3.177 -0.306 0.104
H 0.714 -1.768 1.973
H 0.705 6.347 0.581
H 2.294 -4.172 -0.337
H -0.828 6.730 0.622
H 2.839 -5.858 3.566
H -4.936 -1.810 -1.047
H -1.048 -0.358 -2.142
H 0.476 0.516 -0.688
H 2.061 -0.659 1.843
H -2.783 -1.837 -2.260
H 1.611 -1.168 -2.504
H 2.092 -3.643 -1.996
H 3.266 -1.780 -1.018
H 3.682 -2.790 1.030
H 4.046 -5.220 2.015
```

net charge = 0
HOMO energy = -7.0 eV
E_LUMO = 0.474 eV
energy relative to the best compared isomer or geometry (same formula, charge and spin) = 2043.7 kJ/mol
gap between HOMO and LUMO = 7.44 eV